C37H41N7O3 as an isolated structure at a distorted geometry. Source: the OMol25 dataset; level of theory: ωB97M-V/def2-TZVPD.

**LUMO level**: -0.87 eV
**Gap between HOMO and LUMO**: 5.95 eV
**E_HOMO**: -6.8 eV
**Charge**: 0
**Energy relative to the best compared isomer or geometry (same formula, charge and spin)**: 811.8 kcal per mole

Each line ends with the Löwdin charge.
Geometry (Å):
N -5.72 13.70 24.44  0.13
C -6.52 12.88 23.71  -0.14
C -6.82 13.01 22.37  -0.04
C -6.49 14.23 21.75  -0.07
C -5.83 15.20 22.49  -0.23
C -5.42 14.87 23.81  -0.17
H -6.87 11.98 24.18  0.10
H -7.33 12.21 21.86  0.10
H -6.72 14.39 20.71  0.07
H -5.63 16.20 22.13  0.04
H -4.69 15.53 24.27  0.01
N -7.49 19.37 21.48  -0.05
C -6.15 19.41 21.16  -0.22
C -5.42 20.55 20.90  -0.06
C -6.06 21.78 20.93  -0.04
C -7.40 21.83 21.17  -0.05
C -8.09 20.60 21.32  -0.02
H -5.56 18.55 21.46  0.05
H -4.35 20.60 20.74  0.14
H -5.53 22.72 20.84  0.12
H -7.98 22.74 21.15  0.11
H -9.09 20.55 21.71  0.12
N -5.19 17.10 20.81  -0.01
C -4.72 15.85 20.48  -0.03
C -5.45 15.09 19.56  -0.10
C -6.74 15.51 19.11  -0.05
C -7.34 16.66 19.67  -0.01
C -6.45 17.47 20.39  -0.05
H -3.79 15.53 20.92  0.12
H -5.15 14.15 19.13  0.14
H -7.53 14.98 18.59  0.06
H -8.37 16.97 19.59  0.10
H -6.73 18.41 20.85  -0.04
N -3.25 18.05 15.55  0.05
C -2.46 16.99 15.79  -0.13
C -2.77 16.06 16.79  -0.06
C -4.04 16.01 17.43  -0.03
C -4.83 17.19 17.12  -0.03
C -4.34 18.15 16.24  -0.19
H -1.57 16.97 15.18  0.10
H -2.05 15.27 16.92  0.09
H -4.25 15.32 18.23  0.04
H -5.80 17.26 17.60  0.08
H -5.05 18.90 15.93  0.10
N -4.90 16.95 23.11  -0.05
C -5.21 17.26 24.41  -0.14
C -5.19 18.61 24.79  -0.04
C -4.86 19.62 23.92  -0.02
C -4.55 19.29 22.60  -0.11
C -4.50 17.96 22.27  -0.23
H -5.27 16.45 25.12  0.08
H -5.46 18.88 25.80  0.11
H -4.93 20.67 24.19  0.12
H -4.44 20.12 21.92  0.04
H -4.31 17.67 21.25  0.00
N -9.44 15.70 18.33  0.03
C -10.44 16.54 18.58  -0.14
C -11.07 16.60 19.84  -0.04
C -10.65 15.76 20.90  -0.06
C -9.75 14.76 20.59  -0.04
C -9.19 14.77 19.27  -0.17
H -10.65 17.25 17.79  0.11
H -11.87 17.32 19.91  0.10
H -11.16 15.68 21.85  0.12
H -9.50 13.92 21.22  0.11
H -8.39 14.10 18.95  0.10
C -7.78 16.70 22.31  -0.14
C -7.79 18.11 22.86  -0.14
O -8.40 17.95 24.10  0.16
C -8.37 16.73 24.42  -0.65
O -8.90 16.36 25.44  0.14
O -7.96 15.95 23.45  0.11
H -6.86 16.41 21.80  0.06
H -8.55 16.52 21.57  0.11
H -8.42 18.76 22.26  0.09
H -6.83 18.62 22.90  0.13
C -3.28 14.19 22.42  -0.11
C -1.99 14.97 22.74  -0.17
C -2.30 16.31 23.52  -0.12
C -3.09 16.11 24.74  -0.18
N -3.74 15.97 25.67  0.20
H -3.19 13.53 21.56  0.09
H -4.22 14.72 22.23  0.01
H -3.52 13.51 23.24  0.10
H -1.41 15.34 21.90  0.10
H -1.24 14.37 23.27  0.10
H -2.90 16.84 22.78  0.08
H -1.49 17.00 23.73  0.13



C37H42BiCl3N5O3SSi as an isolated structure. Source: the OMol25 dataset; level of theory: ωB97M-V/def2-TZVPD.

**LUMO level**: -3.37 eV
**Gap between HOMO and LUMO**: 6.89 eV
**E_HOMO**: -10.3 eV
**Charge**: +1
**Energy relative to the best compared isomer or geometry (same formula, charge and spin)**: 46.1 kcal per mole

Each line ends with the Löwdin charge.
Geometry (Å):
Bi 0.99 0.68 -2.01  1.62
O 4.59 0.37 -4.41  0.14
C 3.50 0.08 -3.99  -0.44
N 3.08 -0.05 -2.67  -0.10
C 3.96 -0.29 -1.65  -0.46
O 5.16 -0.21 -1.62  0.12
C 3.22 -0.87 -0.43  -0.19
C 3.92 -1.56 0.53  0.02
C 3.21 -2.19 1.54  -0.01
C 1.84 -2.10 1.57  -0.03
C 1.20 -1.35 0.61  -0.12
N 1.89 -0.75 -0.37  -0.08
C 2.38 -0.33 -4.93  -0.19
C 2.67 -0.89 -6.15  0.03
C 1.64 -1.52 -6.83  -0.02
C 0.38 -1.58 -6.26  -0.03
C 0.18 -0.94 -5.04  -0.15
N 1.15 -0.29 -4.41  -0.04
H 5.00 -1.60 0.44  0.13
H 3.73 -2.77 2.29  0.11
H 1.26 -2.61 2.33  0.11
H 0.13 -1.21 0.62  0.09
H 3.68 -0.87 -6.52  0.13
H 1.82 -2.00 -7.78  0.12
H -0.44 -2.10 -6.73  0.12
H -0.78 -0.97 -4.54  0.07
Cl -4.23 -3.33 4.34  0.69
C -2.87 -2.32 4.72  -0.66
C -1.73 -2.38 3.94  -0.08
C -0.66 -1.55 4.25  -0.01
C -0.71 -0.66 5.32  -0.19
C 0.42 0.31 5.55  -0.30
C 0.04 1.68 4.99  -0.05
N -0.35 1.62 3.57  -0.04
C -1.65 1.56 3.12  -0.05
C -1.57 1.31 1.79  -0.15
N -0.26 1.24 1.38  0.03
C 0.46 1.42 2.49  -0.13
O 1.57 -0.20 4.88  -0.11
C 2.76 0.34 5.48  -0.15
C 3.99 -0.10 4.75  -0.32
C 4.59 -1.31 4.92  -0.99
Cl 4.07 -2.56 5.96  0.69
S 5.97 -1.51 3.94  1.01
C 5.78 0.05 3.27  -0.40
C 4.69 0.69 3.78  -0.14
C -1.86 -0.64 6.09  -0.57
Cl -1.99 0.43 7.46  0.74
C -2.95 -1.46 5.81  -0.12
H -1.69 -3.07 3.11  0.11
H 0.24 -1.57 3.66  0.08
H 0.62 0.40 6.62  0.14
H 0.87 2.38 5.11  0.13
H -0.81 2.07 5.54  0.11
H -2.49 1.68 3.79  0.13
H -2.40 1.20 1.10  0.07
H 1.54 1.41 2.57  0.13
H 2.81 0.02 6.52  0.13
H 2.73 1.44 5.46  0.12
H 6.49 0.42 2.54  0.08
H 4.40 1.69 3.50  0.12
H -3.83 -1.43 6.42  0.11
C -1.65 2.26 -1.30  -0.28
Si -1.81 0.91 -2.57  0.60
C -2.98 -0.46 -2.03  -0.66
C -3.57 -1.26 -3.20  -0.09
C -2.23 -1.42 -1.10  -0.12
C -4.16 0.18 -1.26  -0.08
C -2.13 1.85 -4.19  -0.63
C -0.85 2.64 -4.55  -0.11
C -2.62 1.12 -5.44  -0.08
C -3.25 2.84 -3.79  -0.09
H -2.63 2.50 -0.88  0.05
H -1.27 3.18 -1.77  0.04
H -0.98 2.02 -0.46  -0.04
H -2.80 -1.67 -3.87  0.07
H -4.25 -0.66 -3.81  0.07
H -4.14 -2.10 -2.81  0.09
H -1.47 -1.99 -1.65  0.07
H -2.93 -2.14 -0.66  0.10
H -1.73 -0.90 -0.27  0.04
H -4.68 0.94 -1.85  0.08
H -3.84 0.65 -0.32  0.06
H -4.89 -0.60 -1.00  0.10
H -0.05 1.99 -4.92  0.06
H -0.46 3.24 -3.71  0.07
H -1.08 3.35 -5.36  0.10
H -1.91 0.40 -5.85  0.06
H -2.78 1.87 -6.23  0.09
H -3.57 0.61 -5.29  0.07
H -2.97 3.51 -2.98  0.07
H -4.17 2.32 -3.51  0.08
H -3.48 3.46 -4.67  0.10



C37H42BrCl2GaN3O4Si as an isolated structure. Source: the OMol25 dataset; level of theory: ωB97M-V/def2-TZVPD.

**LUMO level**: -3.12 eV
**Gap between HOMO and LUMO**: 6.82 eV
**E_HOMO**: -9.9 eV
**Charge**: +1
**Energy relative to the best compared isomer or geometry (same formula, charge and spin)**: 11.1 kcal per mole

Each line ends with the Löwdin charge.
Geometry (Å):
Ga -0.35 -0.37 -0.38  0.62
C 1.28 -2.93 -1.77  -0.02
O 1.00 -2.07 -0.65  -0.18
C 1.57 -2.35 0.56  -0.18
C 2.75 -3.04 0.74  -0.02
C 3.25 -3.21 2.03  -0.67
Br 4.85 -4.16 2.28  0.80
C 2.59 -2.68 3.12  -0.06
C 1.40 -1.97 2.93  -0.05
C 0.86 -1.81 1.65  -0.21
O -0.28 -1.17 1.40  -0.12
C 0.69 -1.33 4.03  -0.16
N -0.41 -0.62 3.82  0.22
C -0.85 -0.10 5.02  -0.15
C -1.94 0.71 5.34  0.01
C -2.09 1.06 6.66  -0.06
C -1.19 0.61 7.65  -0.06
C -0.11 -0.19 7.33  0.00
C 0.04 -0.53 6.00  -0.15
N 1.00 -1.30 5.33  0.21
H 1.14 -3.97 -1.46  0.12
H 2.30 -2.76 -2.12  0.10
H 0.58 -2.67 -2.55  0.08
H 3.29 -3.44 -0.11  0.12
H 3.01 -2.81 4.11  0.11
H -0.74 -0.54 2.83  0.15
H -2.63 1.06 4.57  0.12
H -2.92 1.69 6.96  0.11
H -1.35 0.91 8.67  0.11
H 0.58 -0.53 8.09  0.12
H 1.79 -1.76 5.75  0.17
C -2.57 -0.25 -3.07  -0.20
Si -2.64 -0.40 -1.20  0.67
C -3.34 -2.10 -0.72  -0.64
C -4.61 -2.36 -1.55  -0.08
C -3.67 -2.22 0.77  -0.09
C -2.31 -3.19 -1.07  -0.10
C -3.44 1.13 -0.41  -0.65
C -3.14 1.23 1.09  -0.10
C -2.87 2.38 -1.11  -0.09
C -4.96 1.09 -0.63  -0.09
H -3.58 -0.17 -3.47  0.04
H -2.10 -1.13 -3.53  0.03
H -2.02 0.63 -3.38  0.02
H -5.40 -1.65 -1.31  0.07
H -4.98 -3.36 -1.33  0.09
H -4.42 -2.30 -2.62  0.08
H -4.44 -1.51 1.08  0.07
H -2.79 -2.07 1.40  0.07
H -4.06 -3.22 0.98  0.09
H -2.06 -3.19 -2.13  0.08
H -2.73 -4.17 -0.84  0.10
H -1.39 -3.08 -0.49  0.06
H -2.07 1.36 1.28  0.04
H -3.50 0.36 1.64  0.06
H -3.64 2.11 1.50  0.10
H -1.78 2.44 -1.01  0.07
H -3.28 3.28 -0.64  0.10
H -3.13 2.41 -2.16  0.08
H -5.43 0.28 -0.07  0.07
H -5.22 0.98 -1.68  0.08
H -5.40 2.03 -0.28  0.09
Cl 6.13 1.39 -2.85  0.74
C 4.89 0.54 -3.68  -0.60
C 5.21 -0.23 -4.79  -0.09
C 4.22 -0.94 -5.44  -0.07
C 2.91 -0.88 -5.01  -0.10
C 2.60 -0.09 -3.92  -0.54
Cl 0.93 0.13 -3.46  0.78
C 3.58 0.62 -3.21  -0.32
N 3.25 1.33 -2.04  0.06
C 3.06 2.73 -2.08  -0.20
C 3.30 3.47 -3.24  -0.03
C 3.10 4.84 -3.25  -0.07
C 2.63 5.49 -2.12  -0.08
C 2.38 4.75 -0.97  -0.03
C 2.60 3.38 -0.93  -0.15
C 2.37 2.63 0.37  -0.03
C 1.10 1.82 0.35  -0.54
O 0.02 2.21 0.76  0.07
O 1.24 0.61 -0.16  -0.10
H 6.24 -0.27 -5.12  0.11
H 4.48 -1.55 -6.31  0.11
H 2.12 -1.40 -5.54  0.11
H 2.55 0.87 -1.49  0.07
H 3.65 2.97 -4.13  0.11
H 3.30 5.39 -4.16  0.11
H 2.46 6.56 -2.13  0.10
H 2.02 5.25 -0.08  0.12
H 2.29 3.35 1.19  0.13
H 3.21 1.96 0.56  0.13



A 6-piece molecular cluster, C37H42F13N7O2S overall at a distorted geometry. Source: the OMol25 dataset; level of theory: ωB97M-V/def2-TZVPD.

**LUMO level**: 0.36 eV
**Gap between HOMO and LUMO**: 9.16 eV
**Structure (SMILES)**: NC[C@H](CCC(N)=O)OCCCC(F)(F)C(F)(F)C(F)(F)C(F)(F)S(F)(F)(F)(F)F.c1ccncc1.c1ccncc1.c1ccncc1.c1ccncc1.c1ccncc1
**E_HOMO**: -8.8 eV
**Charge**: 0
**Energy relative to the best compared isomer or geometry (same formula, charge and spin)**: 3.0 kcal per mole

Each line ends with the Löwdin charge.
Geometry (Å):
N 4.22 -0.41 3.31  0.03
C 5.53 0.22 3.13  -0.19
C 6.37 -0.40 1.98  -0.35
C 6.88 0.73 1.08  -0.13
C 7.41 0.24 -0.27  -0.11
C 8.58 -0.68 -0.05  -0.50
N 9.83 0.01 0.08  0.12
O 8.48 -1.88 0.07  0.09
O 5.64 -1.26 1.15  -0.13
C 5.58 -2.58 1.62  -0.21
C 4.95 -3.48 0.57  -0.12
C 3.46 -3.85 0.72  -0.06
C 2.57 -2.75 1.26  -0.45
F 2.92 -1.53 0.81  0.14
F 2.59 -2.79 2.62  0.11
C 1.09 -2.97 0.83  -0.35
F 0.75 -4.24 1.17  0.14
F 0.99 -2.88 -0.51  0.14
C 0.08 -2.00 1.55  -0.34
F -0.53 -2.71 2.53  0.15
F 0.71 -0.96 2.14  0.14
C -1.08 -1.49 0.65  -0.38
F -2.07 -1.07 1.48  0.12
F -1.59 -2.50 -0.10  0.11
S -0.68 0.01 -0.44  0.76
F -0.72 -0.90 -1.74  -0.13
F -2.24 0.26 -0.64  -0.13
F -0.66 0.97 0.79  -0.09
F 0.86 -0.24 -0.35  -0.11
F -0.39 1.25 -1.39  -0.13
H 3.55 0.32 3.55  0.03
H 4.24 -1.07 4.08  0.07
H 5.36 1.27 2.90  0.09
H 6.10 0.20 4.06  0.11
H 7.24 -0.91 2.39  0.14
H 7.64 1.31 1.59  0.12
H 6.07 1.42 0.87  0.12
H 7.79 1.11 -0.80  0.11
H 6.64 -0.24 -0.85  0.12
H 10.19 0.18 -0.85  0.09
H 10.45 -0.62 0.57  0.09
H 6.61 -2.92 1.75  0.12
H 5.10 -2.65 2.60  0.11
H 5.49 -4.42 0.61  0.11
H 5.17 -3.06 -0.41  0.12
H 3.10 -4.21 -0.24  0.13
H 3.37 -4.68 1.40  0.13
C -4.01 -3.93 -1.43  -0.08
C -3.42 -5.18 -1.32  -0.07
C -4.22 -6.30 -1.50  -0.16
N -5.52 -6.25 -1.78  0.05
C -6.07 -5.04 -1.88  -0.15
C -5.36 -3.86 -1.72  -0.07
H -3.43 -3.04 -1.30  0.08
H -2.37 -5.29 -1.09  0.10
H -3.80 -7.30 -1.43  0.10
H -7.13 -5.02 -2.11  0.08
H -5.86 -2.90 -1.81  0.10
C 1.31 3.39 6.68  -0.08
C 0.43 2.41 6.24  -0.07
C 0.83 1.59 5.20  -0.14
N 2.02 1.68 4.60  0.05
C 2.85 2.62 5.04  -0.15
C 2.55 3.49 6.07  -0.07
H 1.03 4.05 7.49  0.11
H -0.55 2.30 6.68  0.10
H 0.17 0.81 4.82  0.10
H 3.81 2.67 4.54  0.10
H 3.27 4.24 6.39  0.10
C -4.13 2.65 -2.40  -0.07
C -5.04 3.69 -2.54  -0.07
C -4.59 4.99 -2.40  -0.16
N -3.32 5.30 -2.13  0.05
C -2.46 4.30 -2.00  -0.14
C -2.81 2.96 -2.12  -0.06
H -4.45 1.62 -2.50  0.11
H -6.09 3.49 -2.76  0.10
H -5.27 5.83 -2.51  0.10
H -1.44 4.58 -1.78  0.09
H -2.07 2.19 -1.99  0.06
C -11.84 -3.59 -4.20  -0.08
C -11.86 -4.46 -3.12  -0.07
C -10.68 -4.67 -2.43  -0.15
N -9.53 -4.09 -2.74  0.05
C -9.52 -3.26 -3.78  -0.15
C -10.65 -2.98 -4.54  -0.07
H -12.75 -3.40 -4.76  0.10
H -12.77 -4.96 -2.82  0.10
H -10.65 -5.34 -1.57  0.11
H -8.57 -2.81 -4.02  0.10
H -10.59 -2.29 -5.37  0.10
C 0.19 7.43 -3.50  -0.08
C 1.43 7.94 -3.82  -0.08
C 2.34 8.16 -2.79  -0.16
N 2.07 7.91 -1.51  0.05
C 0.87 7.42 -1.22  -0.15
C -0.10 7.16 -2.17  -0.08
H -0.55 7.24 -4.27  0.11
H 1.70 8.17 -4.84  0.10
H 3.32 8.56 -2.99  0.10
H 0.68 7.22 -0.17  0.10
H -1.07 6.76 -1.88  0.07